Record 1
Computed, not measured: one molecule with the formula C3H4N2O, with ωB97M-V/def2-TZVPD.

The calculation puts the HOMO energy at -7.977 eV. The calculation puts the gap between HOMO and LUMO at 8.03 eV. The value obtained for the LUMO energy is 0.05 eV.

The geometry in ORCA input format:
```
! RIJCOSX wB97M-V def2-TZVPD def2/J DEFGRID3
* xyz 0 1
O 0.866 -0.318 0.442
N -0.734 -1.906 0.744
N -1.000 0.932 -0.847
C 1.211 0.951 -0.086
C -0.354 -0.802 0.286
C 0.040 1.568 -0.819
H -1.649 0.166 -0.693
H -1.701 -2.121 0.525
H 1.508 1.604 0.739
H 2.049 0.823 -0.776
*
```

=====

Record 2
Computed, not measured: C7H13Br3O6 as an isolated structure, with ωB97M-V/def2-TZVPD.

The calculation puts the HOMO energy at -10.479 eV. The calculation puts the gap between HOMO and LUMO at 10.18 eV. The value obtained for the LUMO energy is -0.30 eV.

The geometry in ORCA input format:
```
! RIJCOSX wB97M-V def2-TZVPD def2/J DEFGRID3
* xyz 0 1
Br 7.429 -10.934 17.091
Br 9.455 -8.459 17.373
Br 9.923 -10.677 15.102
O 12.546 -13.734 13.155
O 9.169 -8.330 21.848
O 7.764 -7.889 23.389
O 12.177 -15.327 14.722
O 8.765 -6.181 22.371
O 12.826 -15.801 12.628
C 12.496 -14.990 13.614
C 7.076 -7.029 24.281
C 12.571 -17.177 12.842
C 9.294 -10.329 16.928
C 10.009 -7.879 20.785
C 12.663 -12.765 14.185
C 8.582 -7.357 22.514
H 13.222 -17.617 13.604
H 9.485 -7.224 20.091
H 7.799 -6.661 25.007
H 6.610 -6.194 23.762
H 6.299 -7.591 24.788
H 12.709 -17.728 11.921
H 12.737 -11.778 13.728
H 9.874 -10.960 17.584
H 13.494 -12.863 14.878
H 11.579 -17.301 13.282
H 10.456 -8.709 20.256
H 11.710 -12.712 14.711
H 10.769 -7.250 21.255
*
```

=====

Record 3
Computed, not measured: a 3-piece molecular cluster, C3H8NO2 overall, with ωB97M-V/def2-TZVPD.

The calculation puts the HOMO energy at -16.000 eV. The calculation puts the gap between HOMO and LUMO at 12.44 eV. The value obtained for the LUMO energy is -3.56 eV.

The geometry in ORCA input format:
```
! RIJCOSX wB97M-V def2-TZVPD def2/J DEFGRID3
* xyz 1 1
O 0.196 -0.143 -0.678
O -0.685 0.957 1.104
N -2.345 0.757 -1.004
C 0.177 0.536 0.417
C 1.484 -0.052 0.060
C 2.511 0.734 -0.750
H -3.183 1.411 -0.980
H 2.225 1.807 -0.674
H -2.757 -0.081 -1.245
H 1.877 -0.971 0.346
H -1.660 0.963 0.174
H 3.589 0.717 -0.388
H 2.498 0.351 -1.748
H -1.639 1.088 -1.651
*
```

=====

Record 4
Computed, not measured: one molecule with the formula C2ClNO2S, with ωB97M-V/def2-TZVPD.

The calculation puts the HOMO energy (spin up / spin down) at -9.471 / -8.637 eV. The calculation puts the gap between HOMO and LUMO (spin up / spin down) at 8.34 / 7.05 eV. The value obtained for the LUMO energy (spin up / spin down) is -1.13 / -1.59 eV.

The geometry in ORCA input format:
```
! RIJCOSX wB97M-V def2-TZVPD def2/J DEFGRID3
* xyz 0 1
Cl -0.388 1.850 -1.940
S 1.662 0.597 1.656
O 0.798 0.996 0.239
O 1.409 -0.701 2.214
N -1.391 -1.479 -0.507
C -0.101 0.702 -0.706
C -0.823 -0.483 -0.640
*
```

=====

Record 5
Computed, not measured: an isolated ion of composition C5H6N and charge +1, with ωB97M-V/def2-TZVPD.

The calculation puts the HOMO energy at -14.247 eV. The calculation puts the gap between HOMO and LUMO at 8.46 eV. The value obtained for the LUMO energy is -5.79 eV. The SMILES is [NH2+]=C[C@@]12C=C1C2.

The geometry in ORCA input format:
```
! RIJCOSX wB97M-V def2-TZVPD def2/J DEFGRID3
* xyz 1 1
N -1.387 -0.521 0.303
C -0.889 0.309 -0.575
C 0.540 0.130 -0.747
C 1.089 -1.195 -0.465
C 1.217 -0.468 0.690
C 1.508 0.856 0.136
H 1.126 1.647 0.737
H -2.357 -0.414 0.401
H 0.667 -2.057 -0.874
H 2.582 0.971 -0.288
H -1.736 0.893 -0.989
H -0.796 -1.141 0.972
*
```

=====

Record 6
Computed, not measured: one molecule with the formula C7H17NO2, with ωB97M-V/def2-TZVPD.

The calculation puts the HOMO energy at -8.659 eV. The calculation puts the gap between HOMO and LUMO at 9.61 eV. The value obtained for the LUMO energy is 0.95 eV. The SMILES is CC(C)[C@@H](O)[C@@H](C)N(C)O.

The geometry in ORCA input format:
```
! RIJCOSX wB97M-V def2-TZVPD def2/J DEFGRID3
* xyz 0 1
O 2.478 1.339 -0.829
O 1.522 -1.106 0.100
N 1.323 1.775 -0.136
C -0.538 -2.530 1.631
C 0.013 0.709 -0.391
C -1.085 -2.184 -0.798
C -0.911 -1.524 0.556
C 1.082 3.132 -0.565
C -1.289 1.411 -0.079
C 0.421 -0.375 0.527
H 2.354 0.731 -1.575
H -1.391 2.317 -0.673
H -1.772 -3.031 -0.731
H -1.815 -0.993 0.858
H 0.085 0.402 -1.444
H -0.462 -2.050 2.606
H 0.676 3.192 -1.588
H -1.483 -1.492 -1.538
H -0.124 -2.561 -1.146
H 2.317 -0.596 0.305
H 0.420 -2.991 1.393
H 0.399 3.603 0.138
H -1.340 1.677 0.975
H -1.293 -3.315 1.708
H -2.135 0.773 -0.326
H 2.018 3.697 -0.531
H 0.530 -0.010 1.555
*
```

=====

How do the records compare in strongest force on any atom? In the order shown, they have 0.76, 1.78, 5.44, 1.43, 3.18, 4.74 eV Å⁻¹.
How do the records compare in electronic energy? In the order shown, they have -8198.493, -229881.406, -8816.902, -31013.046, -6759.675, -13117.061 eV.